DFT (wB97M-V/def2-TZVPD) results for 10 unconnected molecules or ions with the total composition C48H126N10O14 in a non-equilibrium geometry.

The SMILES is COC[C@H](C)N.COC[C@H](C)N.COC[C@H](C)N.COC[C@H](C)N.COC[C@H](C)N.COC[C@H](C)N.COCCNCCOC.COCCNCCOC.COCCNCCOC.COCCNCCOC. The energy comes out at -3504.88014 hartree. The HOMO energy comes out at -8.45 eV. Its energy relative to the best compared isomer or geometry (same formula, charge and spin) is 613.8 kJ/mol. Its net charge is 0.

CARTESIAN COORDINATES (ANGSTROEM)
1 C -12.934700 -8.998399 -17.019682
2 O -12.855695 -9.579074 -18.322128
3 C -11.758948 -9.083787 -19.118946
4 C -11.605917 -10.010593 -20.326393
5 N -10.978758 -11.308195 -19.931101
6 C -10.869757 -12.215896 -21.048948
7 C -10.626828 -13.660125 -20.641850
8 O -11.783701 -14.060266 -19.905270
9 C -11.588683 -15.309155 -19.316020
10 H -12.809000 -7.917310 -16.959980
11 H -12.144301 -9.440051 -16.412807
12 H -13.850850 -9.259708 -16.490074
13 H -10.844213 -9.076007 -18.526228
14 H -11.964116 -8.076104 -19.480293
15 H -11.039903 -9.532306 -21.125747
16 H -12.565500 -10.238458 -20.790472
17 H -11.647938 -11.767504 -19.329989
18 H -10.104207 -11.989882 -21.791208
19 H -11.823346 -12.219096 -21.576919
20 H -9.754902 -13.638609 -19.988115
21 H -10.321188 -14.299753 -21.469832
22 H -12.433231 -15.548264 -18.669751
23 H -10.634040 -15.352488 -18.791728
24 H -11.611723 -16.095765 -20.070206
25 C -0.468243 5.382320 -13.039409
26 O -1.412067 4.670193 -13.840259
27 C -2.801008 5.041912 -13.624273
28 C -3.764769 4.122104 -14.444250
29 N -3.367378 3.924271 -15.874350
30 C -4.088248 2.882676 -16.600443
31 C -3.709452 1.454096 -16.154525
32 O -2.294521 1.234756 -16.342373
33 C -1.837911 0.082558 -15.557654
34 H -0.663547 6.454018 -13.076886
35 H 0.541434 5.252559 -13.429036
36 H -0.393100 5.100246 -11.989227
37 H -3.051908 6.032590 -14.003349
38 H -3.016344 5.034282 -12.555784
39 H -4.721248 4.644624 -14.459374
40 H -3.927160 3.174420 -13.930806
41 H -2.368243 3.806133 -15.963025
42 H -3.785608 2.995474 -17.641495
43 H -5.167738 2.990784 -16.705917
44 H -4.381147 0.712407 -16.586771
45 H -4.065057 1.374654 -15.127229
46 H -2.011321 0.195384 -14.487467
47 H -0.761003 0.101367 -15.725031
48 H -2.106533 -0.900774 -15.943671
49 C -13.369329 -9.616051 -27.847767
50 O -14.078795 -8.410018 -27.801196
51 C -14.771768 -8.111481 -26.638156
52 C -15.508790 -6.753840 -26.903996
53 N -14.559355 -5.664216 -27.188143
54 C -15.289926 -4.485090 -27.662112
55 C -14.270618 -3.442559 -28.210016
56 O -13.915093 -3.678915 -29.577904
57 C -12.984039 -2.706451 -30.134862
58 H -12.547590 -9.699950 -27.136565
59 H -12.914421 -9.805230 -28.820069
60 H -14.016381 -10.449299 -27.573710
61 H -14.100068 -7.982093 -25.789518
62 H -15.464942 -8.904972 -26.358917
63 H -16.137831 -6.523218 -26.044218
64 H -16.142766 -6.947717 -27.769213
65 H -13.959886 -5.939062 -27.953126
66 H -15.857249 -4.053744 -26.837380
67 H -16.067078 -4.819695 -28.349256
68 H -13.413263 -3.369961 -27.540861
69 H -14.655280 -2.423211 -28.177448
70 H -13.180393 -1.694843 -29.779639
71 H -12.981696 -2.726697 -31.224670
72 H -11.977733 -2.923639 -29.776698
73 C -8.681333 -6.610782 -26.568693
74 O -7.987044 -6.721709 -25.304392
75 C -7.015320 -7.781429 -25.215237
76 C -6.699786 -8.074353 -23.761961
77 N -5.591204 -7.303262 -23.273925
78 C -5.509160 -7.458803 -21.797276
79 C -4.642074 -6.266007 -21.290367
80 O -5.418602 -5.087358 -21.411160
81 C -4.533274 -3.986781 -21.331358
82 H -9.193348 -5.650690 -26.503995
83 H -9.408303 -7.376485 -26.839436
84 H -8.030523 -6.478768 -27.433054
85 H -6.165311 -7.544731 -25.855196
86 H -7.596788 -8.652801 -25.516408
87 H -6.324966 -9.094334 -23.676903
88 H -7.613992 -7.830472 -23.220820
89 H -5.868777 -6.340972 -23.404474
90 H -5.151682 -8.469592 -21.600784
91 H -6.479706 -7.398912 -21.304775
92 H -3.609832 -6.237151 -21.639283
93 H -4.472990 -6.360853 -20.217745
94 H -4.020743 -4.003104 -20.369517
95 H -5.033528 -3.028156 -21.468777
96 H -3.716977 -3.945193 -22.052498
97 C -11.539554 3.416456 -26.296054
98 C -10.579069 2.650187 -25.404085
99 C -9.221709 2.247341 -26.003153
100 O -9.509475 1.555280 -27.215029
101 C -8.386839 1.298749 -28.010907
102 N -10.399339 3.334995 -24.097689
103 H -12.445220 3.746103 -25.786936
104 H -11.693902 2.885112 -27.235177
105 H -10.969056 4.299376 -26.584303
106 H -10.999210 1.680097 -25.138583
107 H -8.695932 1.617221 -25.285795
108 H -8.583696 3.098861 -26.239716
109 H -8.086370 2.161268 -28.605782
110 H -8.734443 0.443809 -28.590859
111 H -7.503848 0.990608 -27.451015
112 H -9.714237 2.891888 -23.502378
113 H -10.042725 4.223613 -24.419086
114 C -15.409520 2.237867 -21.043712
115 C -14.666672 2.627496 -19.788451
116 C -14.116621 1.439569 -18.983124
117 O -15.151999 0.586250 -18.702600
118 C -14.753181 -0.529345 -17.915282
119 N -13.676948 3.698883 -20.102498
120 H -15.984277 3.072341 -21.445480
121 H -16.080507 1.402012 -20.845685
122 H -14.730976 1.920029 -21.835329
123 H -15.447930 3.139715 -19.226878
124 H -13.732510 1.844088 -18.046697
125 H -13.258612 0.923130 -19.413498
126 H -14.351720 -0.201508 -16.956406
127 H -13.958555 -1.080962 -18.417679
128 H -15.631520 -1.120557 -17.656281
129 H -13.106969 3.451267 -20.898684
130 H -14.281253 4.437846 -20.432418
131 C -9.650839 1.824398 -15.358680
132 C -10.164230 0.795170 -14.361192
133 C -9.106703 -0.217092 -13.885548
134 O -8.214136 -0.683012 -14.883779
135 C -8.616162 -1.814825 -15.648935
136 N -10.737517 1.472964 -13.143469
137 H -8.663182 2.223835 -15.128276
138 H -10.260266 2.727970 -15.374284
139 H -9.667506 1.386553 -16.356732
140 H -10.919849 0.171103 -14.838355
141 H -9.687451 -1.012347 -13.418203
142 H -8.472885 0.071631 -13.047089
143 H -7.788130 -2.206960 -16.239441
144 H -9.385372 -1.606632 -16.392625
145 H -8.942330 -2.572926 -14.936896
146 H -10.912386 0.828369 -12.385832
147 H -10.101936 2.194488 -12.834390
148 C -19.093232 -2.991173 -22.464144
149 C -19.409946 -3.761087 -21.170179
150 C -18.417513 -4.963397 -21.007713
151 O -18.677272 -5.998485 -21.967344
152 C -17.866047 -7.142533 -21.838676
153 N -19.381702 -2.766144 -20.053614
154 H -18.977147 -3.655336 -23.320595
155 H -18.094873 -2.556515 -22.513785
156 H -19.843388 -2.217938 -22.629823
157 H -20.413853 -4.182004 -21.114353
158 H -18.542052 -5.420046 -20.025850
159 H -17.377229 -4.639366 -21.038185
160 H -18.157780 -7.933448 -22.529653
161 H -17.928171 -7.550475 -20.829798
162 H -16.801245 -6.968448 -21.993532
163 H -18.669311 -2.055011 -20.136647
164 H -20.269440 -2.303681 -20.188271
165 C -3.568076 -5.856401 -29.032929
166 C -4.368825 -4.610462 -29.408086
167 C -3.927086 -3.299223 -28.708071
168 O -3.985915 -3.220385 -27.282645
169 C -5.187673 -3.685121 -26.722366
170 N -4.335492 -4.474995 -30.937504
171 H -3.871302 -6.725518 -29.616695
172 H -3.659321 -5.995082 -27.955645
173 H -2.523149 -5.685887 -29.292055
174 H -5.413031 -4.837161 -29.192840
175 H -4.505610 -2.498221 -29.168297
176 H -2.881867 -3.142752 -28.974782
177 H -6.011575 -3.314554 -27.332261
178 H -5.285527 -3.199770 -25.751300
179 H -5.154139 -4.754889 -26.516051
180 H -4.750741 -3.599128 -31.221257
181 H -3.364833 -4.450720 -31.215567
182 C -12.905185 -2.476876 -22.414918
183 C -11.461906 -2.926976 -22.920503
184 C -10.362110 -2.725069 -21.832114
185 O -10.337172 -1.325870 -21.462178
186 C -9.087505 -0.751613 -20.997109
187 N -11.562426 -4.308560 -23.386688
188 H -13.616690 -2.467407 -23.240610
189 H -12.824206 -1.423828 -22.145387
190 H -13.183076 -3.043542 -21.526235
191 H -11.155671 -2.310760 -23.765838
192 H -9.436631 -3.078952 -22.286382
193 H -10.387799 -3.360685 -20.946998
194 H -8.539055 -1.266277 -20.208165
195 H -9.234342 0.262886 -20.626519
196 H -8.368032 -0.658762 -21.810640
197 H -12.243476 -4.297644 -24.132447
198 H -10.695844 -4.646814 -23.780034

Force components x, y, z for each atom (eV/Å):
C 0.735 -0.644 0.195
O -0.068 0.710 0.045
C -0.697 -0.718 -0.192
C 0.355 -0.939 0.488
N 0.289 0.755 -0.101
C -0.439 -0.823 -0.984
C -0.049 1.280 1.073
O 0.603 0.117 -0.574
C -0.415 -0.692 -0.106
H -0.072 0.179 -0.500
H 0.314 0.064 0.179
H -0.267 -0.112 -0.625
H 0.159 -0.041 0.019
H -0.136 0.222 0.128
H 0.425 0.044 0.221
H -0.504 0.294 0.129
H -0.076 0.076 0.489
H 0.208 0.616 0.201
H -0.273 -0.046 -0.540
H 0.154 -0.203 0.455
H -0.670 -0.207 -0.304
H 0.149 0.338 0.277
H -0.006 -0.066 0.282
H 0.285 -0.189 -0.272
C -0.106 0.432 -0.435
O -0.588 0.228 0.441
C 0.303 -0.691 -1.156
C 0.777 -0.095 -0.437
N -0.820 0.756 1.184
C 1.435 -0.641 -0.730
C -0.536 0.772 0.220
O -1.520 -1.417 1.245
C 1.152 1.235 -1.129
H -0.145 0.185 0.011
H -0.194 -0.289 -0.392
H -0.580 -0.379 0.150
H 0.714 0.455 0.021
H -0.218 -0.257 0.060
H -0.149 -0.005 0.122
H 0.146 -0.212 0.152
H -0.012 -0.227 0.097
H 0.288 -0.074 -0.181
H -0.130 0.254 0.861
H 0.411 -0.298 -0.957
H 0.834 -0.012 0.710
H -0.369 0.022 -0.080
H 0.136 0.109 0.266
H -0.854 0.140 -0.040
C 0.031 -0.695 0.667
O 0.682 0.081 -1.266
C -0.381 1.406 0.503
C 1.116 -1.246 -0.082
N -0.611 -0.145 0.454
C 0.994 0.199 0.016
C -0.801 0.516 -0.492
O 0.530 0.275 -0.322
C -0.245 -0.694 1.181
H 0.214 0.531 0.360
H -0.439 0.378 -0.166
H -0.297 -0.241 -0.257
H 0.325 0.043 0.159
H -0.367 -0.110 -0.143
H 0.057 0.196 0.030
H -0.389 0.079 -0.165
H 0.133 -0.386 -0.072
H 0.247 0.222 0.248
H 0.067 0.452 -0.771
H 0.397 -0.608 0.003
H -0.630 0.121 0.111
H -0.456 0.133 -0.068
H -0.347 -0.264 0.174
H 0.201 -0.214 -0.054
C 0.597 1.063 0.554
O -0.183 0.170 -0.671
C -1.823 -0.239 -0.111
C 0.802 0.300 -0.942
N -0.190 0.718 1.211
C 1.070 1.186 -0.982
C -0.918 -1.751 1.752
O 1.022 0.548 -1.335
C 0.206 0.700 0.366
H -0.282 -0.128 0.119
H 0.069 -0.434 0.594
H 0.566 -0.285 0.065
H 0.180 -0.317 0.054
H 0.529 -0.453 -0.717
H -0.842 -0.410 0.059
H -0.290 -0.618 0.296
H 0.227 0.501 -0.103
H 0.551 0.195 0.279
H -0.310 0.227 0.008
H -0.258 0.277 -1.092
H -0.070 -0.446 0.462
H -0.100 0.187 0.374
H -0.501 -0.262 0.267
H -0.078 -0.667 -0.534
C 1.406 0.324 -0.211
C 0.107 -1.606 1.593
C -1.030 0.459 -1.032
O 0.116 0.259 0.931
C -0.236 -0.658 -0.046
N -0.521 0.488 -1.370
H 0.048 -0.356 -0.066
H -0.375 -0.109 0.248
H -0.211 0.525 -0.155
H -0.438 -0.159 -0.163
H 0.123 -0.231 0.044
H 0.085 0.424 0.098
H -0.172 0.063 -0.287
H 0.544 0.203 -0.602
H 0.030 -0.126 0.351
H 0.181 -0.104 -0.117
H 0.321 0.574 0.815
C -0.076 -0.901 -0.537
C 0.090 0.522 -0.815
C 0.665 1.684 0.347
O -1.177 -1.478 0.263
C -0.076 0.710 0.184
N -0.483 -0.560 0.813
H -0.050 0.062 0.113
H -0.164 0.048 -0.044
H 0.188 -0.091 -0.064
H 0.256 -0.211 0.812
H 0.224 0.280 0.302
H 0.078 -0.089 -0.714
H 0.211 0.273 0.182
H -0.151 -0.367 -0.143
H 0.076 -0.122 -0.518
H 0.133 -0.280 -0.159
H 0.292 0.491 -0.063
C -0.136 0.259 0.035
C 0.512 0.467 1.438
C 0.135 -0.494 -0.141
O 0.134 -0.128 -0.525
C -0.082 0.183 0.488
N -0.114 -0.307 -1.419
H 0.285 -0.478 0.043
H -0.502 -0.235 -0.016
H 0.289 0.161 -0.011
H -0.422 0.362 0.020
H -0.080 -0.708 -0.226
H 0.078 0.939 -0.203
H 0.344 0.220 0.372
H -0.418 0.231 0.188
H -0.223 -0.338 -0.249
H 0.099 -0.084 0.049
H 0.109 -0.045 0.131
C -0.097 -0.956 -0.610
C 1.779 0.427 -0.185
C -0.531 -0.260 0.548
O -0.102 0.700 -0.475
C 0.264 -0.079 0.623
N -0.476 -1.278 0.054
H -0.837 -0.219 -0.220
H 0.077 0.392 0.943
H 0.087 -0.047 -0.262
H -0.004 -0.006 -0.498
H -0.179 0.151 0.366
H 0.220 0.220 -0.350
H -0.363 0.350 -0.123
H -0.206 -0.123 0.269
H 0.181 0.448 -0.234
H 0.243 -0.124 -0.325
H -0.018 0.413 0.477
C 0.163 0.868 -0.141
C -0.332 -0.349 -1.435
C 0.186 -0.694 -0.163
O 0.546 -0.348 -0.785
C 0.132 0.805 0.457
N 0.105 -0.192 1.912
H -0.319 0.032 0.270
H 0.162 -0.373 -0.067
H 0.242 0.014 0.223
H -0.140 0.234 0.170
H -0.240 0.299 0.101
H 0.100 0.141 0.087
H -0.422 -0.569 -0.020
H 0.036 0.040 0.079
H -0.385 -0.187 -0.445
H -0.080 0.175 -0.030
H 0.211 0.077 -0.174
C 2.065 0.597 -0.520
C -1.073 0.337 1.118
C 0.198 0.356 -0.494
O 0.865 -0.120 0.379
C -0.167 -0.321 -0.691
N -0.029 -0.059 0.563
H -0.166 -0.615 0.144
H 0.041 0.035 0.273
H -0.264 -0.163 -0.327
H -0.045 0.595 0.113
H 0.514 0.503 -0.344
H -0.883 -0.019 0.233
H -0.497 -0.620 0.210
H -0.632 -0.098 -0.099
H -0.033 -0.130 -0.376
H -0.112 -0.320 -0.122
H 0.212 0.013 -0.069